C40H108As5F30N7O7 as an isolated structure at a distorted geometry, computed with ωB97M-V/def2-TZVPD.

Last column: Mulliken charge in e.
Cartesian coordinates (Å):
1 C 2.3354 -3.1596 -10.7295  -1.195
2 C 2.0582 -3.5775 -9.2064  -0.544
3 N 0.5241 -3.6814 -8.9587  -0.029
4 C 0.3888 -4.1642 -7.4490  -0.994
5 C -0.2572 -2.3338 -9.0118  -0.372
6 C 0.4173 -1.0058 -8.4520  -1.250
7 C -0.2000 -4.7173 -9.8492  -0.687
8 C 0.3024 -6.1829 -9.8263  -0.740
9 O -0.0913 -6.6702 -8.5786  -0.250
10 C -0.1031 -8.0800 -8.3624  -0.845
11 H 1.8459 -3.6835 -11.5505  0.303
12 H 3.3850 -3.4132 -10.8784  0.416
13 H 2.0843 -2.1186 -10.9330  0.301
14 H 2.5397 -2.9045 -8.4969  0.457
15 H 2.3794 -4.5678 -8.8837  0.544
16 H -0.6336 -4.4677 -7.2238  0.436
17 H 0.6394 -3.3411 -6.7799  0.381
18 H 0.9639 -5.0291 -7.1184  0.365
19 H -1.1962 -2.5747 -8.5135  0.469
20 H -0.4830 -2.1546 -10.0629  0.412
21 H -0.3886 -0.2734 -8.4052  0.390
22 H 1.1835 -0.5657 -9.0901  0.323
23 H 0.9427 -1.0414 -7.4977  0.333
24 H -0.1569 -4.2985 -10.8546  0.526
25 H -1.2173 -4.7064 -9.4578  0.467
26 H 1.3593 -6.3814 -10.0047  0.374
27 H -0.2415 -6.7111 -10.6094  0.468
28 H 0.9183 -8.4604 -8.3706  0.343
29 H -0.6444 -8.7433 -9.0370  0.313
30 H -0.5109 -8.3544 -7.3896  0.286
31 C 11.5859 -2.2341 -1.2564  -1.217
32 C 11.7962 -3.7454 -0.9616  -0.311
33 N 10.5853 -4.6662 -1.4206  -0.048
34 C 9.3689 -4.1119 -0.6365  -1.001
35 C 10.3952 -4.6028 -2.9788  -0.435
36 C 9.1425 -5.3933 -3.4890  -1.184
37 C 10.8681 -6.1532 -0.9931  -0.502
38 C 12.1957 -6.7997 -1.5872  -0.531
39 O 12.1940 -8.1409 -1.0892  -0.349
40 C 12.4521 -9.1010 -2.0407  -0.759
41 H 10.7909 -1.9684 -1.9531  0.323
42 H 12.4519 -1.7254 -1.6799  0.336
43 H 11.3407 -1.6493 -0.3698  0.351
44 H 11.8916 -3.9639 0.1020  0.480
45 H 12.6848 -4.0499 -1.5145  0.360
46 H 8.5046 -4.7389 -0.8556  0.438
47 H 9.0986 -3.1241 -1.0099  0.397
48 H 9.5370 -4.1541 0.4396  0.410
49 H 11.3016 -4.8028 -3.5502  0.445
50 H 10.3061 -3.5453 -3.2274  0.379
51 H 9.1266 -6.4610 -3.2699  0.305
52 H 9.0223 -5.3451 -4.5712  0.402
53 H 8.2282 -4.9261 -3.1232  0.333
54 H 10.0613 -6.8493 -1.2228  0.306
55 H 10.9345 -5.9771 0.0805  0.375
56 H 13.0866 -6.2862 -1.2257  0.299
57 H 12.3395 -6.7568 -2.6668  0.462
58 H 11.7727 -9.1944 -2.8879  0.328
59 H 12.3367 -10.0369 -1.4941  0.273
60 H 13.4445 -9.0015 -2.4804  0.335
61 C -8.6749 8.0371 3.5694  -1.021
62 C -7.8747 7.5327 2.2591  -0.410
63 N -8.7985 7.5435 0.9601  -0.006
64 C -9.6968 6.3406 1.2298  -1.121
65 C -9.7372 8.7498 0.8068  -0.536
66 C -9.0645 10.1758 1.0736  -0.864
67 C -7.9677 7.1741 -0.3530  -0.656
68 C -7.2362 8.3034 -1.0579  -0.512
69 O -6.2586 8.8257 -0.1417  -0.270
70 C -5.5107 10.0221 -0.4527  -0.875
71 H -9.7471 7.8460 3.6145  0.251
72 H -8.6241 9.1214 3.6678  0.296
73 H -8.1332 7.8018 4.4856  0.380
74 H -7.5471 6.4964 2.3419  0.498
75 H -7.0030 8.1452 2.0290  0.309
76 H -10.3808 6.5199 2.0593  0.429
77 H -9.1811 5.3890 1.3589  0.429
78 H -10.4299 6.1951 0.4364  0.467
79 H -10.6047 8.6997 1.4648  0.491
80 H -10.0013 8.7361 -0.2507  0.446
81 H -8.6047 10.3691 2.0428  0.199
82 H -9.8667 10.9096 0.9954  0.453
83 H -8.2074 10.4949 0.4805  0.053
84 H -8.7625 6.6935 -0.9234  0.455
85 H -7.2104 6.4328 -0.0979  0.361
86 H -7.9751 9.1021 -1.1227  0.296
87 H -6.8176 8.0268 -2.0255  0.486
88 H -4.7999 10.3618 0.3006  0.316
89 H -6.1819 10.8733 -0.5666  0.312
90 H -5.1584 10.0378 -1.4841  0.343
91 C 5.7581 8.7410 -1.2152  -1.610
92 C 6.9047 9.6357 -1.5039  0.455
93 C 6.6282 11.1084 -1.9251  -0.622
94 O 7.8128 11.4691 -2.6132  -0.330
95 C 7.9607 12.8371 -2.8798  -0.836
96 N 7.8802 9.6151 -0.3006  -0.285
97 H 8.1838 8.6590 -0.1829  0.361
98 H 8.7225 10.0763 -0.6132  0.349
99 H 7.5355 9.9815 0.5752  0.350
100 H 5.9836 7.6768 -1.1460  0.411
101 H 4.9267 8.8248 -1.9151  0.385
102 H 5.1863 8.9049 -0.3018  0.414
103 H 7.3993 9.0791 -2.3000  0.209
104 H 6.4808 11.7799 -1.0792  0.368
105 H 5.7187 11.1132 -2.5259  0.408
106 H 8.6709 13.1311 -3.6526  0.304
107 H 8.1047 13.4859 -2.0158  0.338
108 H 7.0787 13.2571 -3.3633  0.330
109 C -10.4184 -7.9863 2.5147  -1.338
110 C -9.3889 -7.2503 1.5725  0.094
111 C -8.0758 -8.0338 1.2526  -0.628
112 O -7.2366 -7.1572 0.4379  -0.334
113 C -6.3176 -7.7921 -0.4452  -0.724
114 N -10.1838 -6.8147 0.3115  -0.324
115 H -9.5638 -6.2713 -0.2720  0.350
116 H -10.6117 -7.5840 -0.1836  0.343
117 H -10.9002 -6.1501 0.5668  0.360
118 H -9.9669 -8.3129 3.4515  0.369
119 H -10.5468 -8.9476 2.0171  0.403
120 H -11.3431 -7.4824 2.7959  0.398
121 H -9.1672 -6.2422 1.9225  0.355
122 H -8.3079 -8.9333 0.6823  0.402
123 H -7.6354 -8.3065 2.2116  0.383
124 H -5.8479 -8.6447 0.0453  0.335
125 H -5.6305 -6.9880 -0.7087  0.251
126 H -6.7353 -8.2045 -1.3637  0.304
127 C -0.5447 3.4376 9.4562  -1.247
128 C -0.0994 4.6852 8.6714  0.143
129 C -1.1280 5.8222 8.5032  -0.737
130 O -1.3495 6.3025 9.8401  -0.303
131 C -2.1792 7.4985 9.8584  -0.773
132 N 1.2644 5.1669 9.1547  -0.298
133 H 1.9370 4.4155 9.0997  0.372
134 H 1.5836 5.8904 8.5264  0.344
135 H 1.3814 5.5975 10.0608  0.328
136 H -1.5782 3.1324 9.2928  0.350
137 H -0.3557 3.4528 10.5296  0.357
138 H 0.1153 2.6679 9.0559  0.406
139 H 0.2354 4.3458 7.6912  0.336
140 H -2.0041 5.4127 8.0004  0.406
141 H -0.7480 6.6146 7.8583  0.416
142 H -2.1403 7.9875 10.8318  0.272
143 H -3.2181 7.2610 9.6295  0.304
144 H -1.8288 8.2626 9.1645  0.322
145 C -0.1475 -2.6307 1.6826  -1.370
146 C -0.7752 -1.3947 2.3969  0.251
147 C -0.5876 0.0456 1.7378  -0.699
148 O -1.3562 1.0230 2.3728  -0.361
149 C -1.3755 2.2951 1.8256  -0.762
150 N -2.2592 -1.5633 2.6681  -0.314
151 H -2.6078 -0.6777 3.0063  0.349
152 H -2.8508 -1.7954 1.8831  0.325
153 H -2.4818 -2.2233 3.3996  0.378
154 H -0.3248 -2.7230 0.6110  0.368
155 H -0.6020 -3.5453 2.0633  0.411
156 H 0.9228 -2.7711 1.8336  0.373
157 H -0.4256 -1.2337 3.4167  0.305
158 H -0.9435 0.0547 0.7076  0.417
159 H 0.4724 0.2900 1.6699  0.430
160 H -1.4597 2.4302 0.7473  0.325
161 H -0.4557 2.7748 2.1600  0.306
162 H -2.2207 2.8923 2.1678  0.271
163 As -6.4648 -0.9803 -3.4839  1.992
164 F -5.1659 -1.8200 -2.5179  -0.537
165 F -5.1894 0.1444 -4.0019  -0.496
166 F -7.6890 -0.0841 -4.4599  -0.496
167 F -7.7232 -2.2306 -3.0266  -0.521
168 F -6.8209 -0.0745 -2.0601  -0.452
169 F -5.9374 -1.9785 -4.8797  -0.492
170 As -9.1433 -0.2831 7.1880  1.964
171 F -8.5583 -2.0195 7.2870  -0.504
172 F -7.8468 0.3130 6.1214  -0.496
173 F -9.7456 1.3899 7.0991  -0.495
174 F -10.5075 -0.5935 8.2793  -0.467
175 F -7.9654 0.1042 8.5501  -0.511
176 F -10.1731 -0.7063 5.7917  -0.492
177 As -1.1845 -5.6787 9.2995  1.975
178 F -2.3077 -4.2752 8.8190  -0.538
179 F 0.2886 -4.8199 8.6377  -0.509
180 F -0.1808 -7.1071 9.7297  -0.483
181 F -2.6543 -6.4246 9.8143  -0.439
182 F -1.4749 -6.3093 7.6212  -0.510
183 F -1.0052 -4.9417 10.9514  -0.496
184 As 7.4081 2.8155 4.7905  1.983
185 F 6.2759 1.5931 4.0300  -0.510
186 F 6.8987 2.1140 6.3981  -0.500
187 F 8.4563 4.0422 5.5639  -0.478
188 F 7.9411 3.4379 3.1345  -0.534
189 F 6.0585 3.9691 4.7573  -0.491
190 F 8.7454 1.6400 4.7821  -0.471
191 As 3.6861 -10.9816 -2.2777  1.981
192 F 4.2002 -11.8919 -0.8432  -0.469
193 F 2.0463 -10.7186 -1.4861  -0.510
194 F 3.2808 -9.9433 -3.7502  -0.536
195 F 5.2936 -11.2661 -2.9635  -0.478
196 F 3.1061 -12.5270 -3.0374  -0.493
197 F 4.1981 -9.4720 -1.4681  -0.496

Summary:
Total charge: +2
Total energy in eV: -453697.115
Frontier orbital gap in eV: 7.10
2S+1: 1
Energy relative to the best compared isomer or geometry (same formula, charge and spin) in kcal/mol: 0.00



A 12-piece molecular cluster, C40H108N4O12 overall at a distorted geometry, computed with ωB97M-V/def2-TZVPD.

Last column: Mulliken charge in e.
Cartesian coordinates (Å):
1 C -22.1855 -9.8093 -9.8341  -0.751
2 O -22.7273 -9.6116 -8.5549  -0.323
3 C -22.5868 -10.6041 -7.5917  -1.021
4 C -23.2872 -10.1970 -6.2717  1.035
5 C -23.0865 -11.1754 -5.1157  0.147
6 N -24.7057 -9.9338 -6.4803  -0.832
7 H -21.1484 -9.4828 -9.9115  0.271
8 H -22.7272 -9.2438 -10.5923  0.249
9 H -22.2089 -10.8676 -10.0937  0.317
10 H -22.9564 -11.5614 -7.9591  0.482
11 H -21.5355 -10.8032 -7.3838  0.409
12 H -22.7864 -9.2786 -5.9652  -0.214
13 H -23.3488 -12.1864 -5.4275  0.478
14 H -23.6844 -10.9900 -4.2234  -0.352
15 H -22.0618 -11.1487 -4.7450  -0.359
16 H -25.0715 -9.4773 -5.6570  0.182
17 H -24.6328 -9.1889 -7.1585  0.359
18 C -23.0546 -9.2856 0.8688  -0.738
19 O -23.1705 -10.6662 1.0860  0.814
20 C -21.8992 -11.3904 0.8876  -0.119
21 C -21.3363 -11.3100 -0.5690  1.856
22 C -22.2167 -12.1079 -1.5531  1.029
23 N -20.0253 -11.9047 -0.6908  0.137
24 H -23.9592 -8.8737 1.3160  0.295
25 H -23.0166 -8.9650 -0.1723  -0.198
26 H -22.2392 -8.7976 1.4027  0.222
27 H -21.2113 -11.0354 1.6549  -0.471
28 H -22.1027 -12.4544 1.0083  -0.519
29 H -21.2824 -10.2778 -0.9151  -0.066
30 H -23.2016 -11.6480 -1.6331  -0.530
31 H -22.2589 -13.1644 -1.2880  -0.620
32 H -21.7689 -11.9189 -2.5287  -0.442
33 H -19.4079 -11.5767 0.0382  -0.295
34 H -20.1269 -12.8760 -0.4335  -1.175
35 C -26.9404 -9.8926 2.1976  -0.430
36 O -26.7923 -10.9635 3.1496  -0.462
37 C -25.8527 -10.6640 4.1641  -0.396
38 C -26.5140 -9.7694 5.2394  0.334
39 C -25.5022 -9.3362 6.3338  -1.343
40 N -27.5691 -10.5587 5.8840  -0.783
41 H -27.5669 -10.2613 1.3854  0.304
42 H -25.9841 -9.6274 1.7466  -0.048
43 H -27.3937 -9.0069 2.6427  0.368
44 H -25.6212 -11.6273 4.6186  0.227
45 H -24.8649 -10.3412 3.8355  0.098
46 H -27.0001 -8.8833 4.8312  0.359
47 H -25.3475 -10.2030 6.9764  0.338
48 H -25.9266 -8.5213 6.9204  0.371
49 H -24.5308 -9.0005 5.9710  0.275
50 H -28.0215 -11.0717 5.1408  0.365
51 H -27.0121 -11.2369 6.3838  0.307
52 C -15.2261 -8.7179 -5.3221  -0.830
53 O -16.1419 -9.6590 -4.7432  -0.359
54 C -16.7709 -9.2659 -3.5651  -0.926
55 C -17.8520 -10.2782 -3.1068  1.508
56 C -18.9046 -10.5265 -4.1393  -1.482
57 N -18.5664 -9.7907 -1.9528  0.781
58 H -14.5632 -8.2198 -4.6146  0.332
59 H -15.6875 -7.9158 -5.8982  0.306
60 H -14.6162 -9.3309 -5.9857  0.256
61 H -16.0023 -9.0151 -2.8340  0.524
62 H -17.2280 -8.2939 -3.7505  0.394
63 H -17.3334 -11.2139 -2.8983  -0.412
64 H -19.6377 -11.2755 -3.8397  0.037
65 H -18.3756 -10.9608 -4.9876  0.681
66 H -19.3982 -9.6348 -4.5256  0.083
67 H -17.8467 -9.6935 -1.2509  0.138
68 H -19.1602 -10.4917 -1.5331  -0.044
69 C -16.4972 -16.0936 -0.8451  -1.403
70 C -17.1842 -15.6500 -2.1963  1.228
71 C -17.5655 -14.2035 -2.2996  -0.558
72 O -16.3438 -15.9349 -3.2905  -0.594
73 H -15.4875 -15.6987 -0.7330  0.514
74 H -16.3419 -17.1717 -0.8864  0.430
75 H -17.1350 -15.7574 -0.0276  0.128
76 H -18.0641 -16.2823 -2.3148  -0.804
77 H -16.7380 -13.4966 -2.3605  0.456
78 H -18.2674 -13.9518 -1.5046  -0.122
79 H -18.1416 -14.0830 -3.2171  0.302
80 H -15.4600 -15.7638 -2.9570  0.433
81 C -17.1051 -10.1832 2.9096  -1.617
82 C -18.1759 -9.8864 1.9277  1.766
83 C -18.2060 -8.4318 1.4937  -1.575
84 O -17.9873 -10.7540 0.7845  -0.695
85 H -16.1012 -9.9748 2.5395  0.434
86 H -17.2151 -11.2409 3.1491  0.367
87 H -17.1084 -9.7027 3.8879  0.387
88 H -19.0956 -10.2587 2.3789  -0.675
89 H -17.2131 -8.0720 1.2237  0.346
90 H -18.4962 -7.7106 2.2577  0.429
91 H -18.8072 -8.2813 0.5970  0.325
92 H -17.0860 -10.5634 0.5144  0.302
93 C -20.8411 -9.5406 5.0615  -1.180
94 C -21.4893 -10.7362 5.6687  1.248
95 C -21.3814 -12.0237 4.8323  -0.989
96 O -20.8490 -10.8738 6.9094  -0.620
97 H -21.0978 -9.3033 4.0291  0.113
98 H -19.7620 -9.6942 5.0521  0.260
99 H -20.9891 -8.6235 5.6317  0.438
100 H -22.5369 -10.4908 5.8434  -0.412
101 H -21.7419 -11.9178 3.8091  -0.187
102 H -21.9515 -12.8821 5.1875  0.580
103 H -20.3532 -12.3672 4.7186  0.399
104 H -21.0834 -11.6953 7.3473  0.358
105 C -21.5750 -8.3303 -3.1197  0.736
106 C -20.5806 -7.1723 -2.9100  0.745
107 C -21.3214 -5.8289 -2.8885  -1.690
108 O -20.0117 -7.3925 -1.6563  -0.598
109 H -20.9856 -9.2244 -2.9166  -0.524
110 H -21.9826 -8.3385 -4.1306  0.090
111 H -22.3109 -8.3639 -2.3163  -0.327
112 H -19.7744 -7.1637 -3.6436  0.122
113 H -20.6648 -4.9588 -2.8925  0.388
114 H -22.0686 -5.7431 -2.0995  0.353
115 H -21.9805 -5.6949 -3.7462  0.383
116 H -19.3358 -8.0654 -1.7652  0.387
117 C -27.8060 -10.2723 -2.4199  -1.443
118 C -26.7159 -9.4225 -1.8074  1.471
119 C -25.3359 -9.6791 -2.3106  -0.001
120 O -27.0429 -8.0696 -1.9434  -0.573
121 H -27.7202 -11.3458 -2.2521  0.275
122 H -27.8308 -10.0110 -3.4778  0.372
123 H -28.7313 -10.0114 -1.9062  0.427
124 H -26.6220 -9.6685 -0.7497  -0.681
125 H -25.2517 -9.4304 -3.3685  -0.232
126 H -25.0639 -10.7314 -2.2290  -0.118
127 H -24.5515 -9.1644 -1.7555  0.053
128 H -27.0927 -7.8380 -2.8737  0.384
129 C -24.8631 -14.1347 1.8507  -1.117
130 C -25.4600 -13.3723 0.7061  2.032
131 C -25.4957 -14.3050 -0.5450  -1.323
132 O -26.7682 -12.9658 1.0024  -0.737
133 H -24.6980 -13.6138 2.7938  0.098
134 H -23.8924 -14.5030 1.5185  0.069
135 H -25.5329 -14.9502 2.1235  0.486
136 H -24.8820 -12.4966 0.4108  -0.602
137 H -25.9728 -15.2493 -0.2828  0.427
138 H -24.5117 -14.4545 -0.9896  0.068
139 H -26.0872 -13.7558 -1.2775  0.269
140 H -26.7880 -12.2539 1.6462  0.421
141 C -18.7984 -14.1870 1.7949  -0.757
142 C -19.9362 -15.1452 1.4410  0.765
143 C -21.0122 -15.3579 2.5049  -1.313
144 O -20.4960 -14.6227 0.2688  0.248
145 H -18.2765 -14.4817 2.7053  0.661
146 H -19.2339 -13.1957 1.9204  -0.224
147 H -18.1047 -14.1116 0.9575  -0.083
148 H -19.5859 -16.1429 1.1766  0.234
149 H -21.5923 -14.4400 2.5995  -0.057
150 H -20.4972 -15.4496 3.4612  0.486
151 H -21.6331 -16.2318 2.3071  0.352
152 H -21.1945 -15.2225 -0.0030  -0.429
153 C -20.8880 -15.2457 -2.9861  -0.653
154 C -21.4391 -16.5296 -2.3648  0.129
155 C -20.3436 -17.4734 -1.8168  -1.312
156 O -22.2572 -16.2687 -1.2911  -0.536
157 H -20.1218 -15.4456 -3.7351  0.521
158 H -20.5041 -14.4969 -2.2932  -0.258
159 H -21.7332 -14.7121 -3.4209  0.332
160 H -22.0845 -17.0664 -3.0601  0.592
161 H -19.7017 -17.7345 -2.6582  0.432
162 H -20.7332 -18.3832 -1.3601  0.407
163 H -19.7311 -16.9234 -1.1023  0.091
164 H -22.9901 -16.8854 -1.3544  0.340

Summary:
SMILES: COC[C@H](C)N.COC[C@H](C)N.COC[C@H](C)N.COC[C@H](C)N.CC(C)O.CC(C)O.CC(C)O.CC(C)O.CC(C)O.CC(C)O.CC(C)O.CC(C)O
Total energy in eV: -73758.465
Frontier orbital gap in eV: 9.31
2S+1: 1
Energy relative to the best compared isomer or geometry (same formula, charge and spin) in kcal/mol: 25.27